The following is a DFT calculation (ωB97M-V with the def2-TZVPD basis set) of a structure of composition C8H6CoNO3S5.

```
24
Properties=species:S:1:pos:R:3
H -0.94 1.24 4.79
S -1.41 -4.59 -0.35
S 1.50 -4.60 -0.26
C 0.87 3.78 -0.12
C 0.07 0.10 2.59
H 1.57 4.59 -0.06
S -1.65 -1.60 -0.37
C -1.28 0.23 4.56
H -2.08 1.95 -0.37
H 2.07 1.97 0.04
H -0.67 -0.47 5.13
S -0.81 4.05 -0.27
O 0.04 -6.80 -0.34
Co 0.04 -0.30 0.57
O 0.95 0.47 3.34
N -0.02 1.66 -0.17
C 0.04 -5.58 -0.34
C 0.72 -3.03 -0.28
C 1.11 2.45 -0.07
C -0.62 -3.02 -0.32
H -2.33 0.12 4.84
C -1.09 2.38 -0.28
O -1.21 -0.05 3.17
S 1.77 -1.61 -0.27
```

Values from the calculation:
gap between HOMO and LUMO (spin up / spin down) = 5.61 / 5.89 eV
HOMO (spin up / spin down) = -3.5 / -3.8 eV
2S+1 = 4
total charge = -1
LUMO energy (spin up / spin down) = 0.077 / 0.077 hartree
F_max = 0.67 eV Å⁻¹
calculated total energy = -107831.7859 eV

=====

The following is a DFT calculation (ωB97M-V with the def2-TZVPD basis set) of a structure of composition C8H6F12N2O12S4Zn.

```
45
Properties=species:S:1:pos:R:3
H -3.33 6.10 -3.30
C -3.33 -3.38 4.86
O 2.44 -2.10 1.80
C -0.96 -5.59 -3.99
C -1.33 -4.54 -3.05
F 4.96 -4.82 2.89
O 1.84 0.41 -3.15
O -2.87 -0.70 5.49
H -4.58 4.97 -4.19
F 0.82 6.08 1.23
F 4.03 1.71 -6.04
H -0.44 -6.41 -3.49
O 4.76 -2.50 0.96
F 2.52 2.70 -4.87
N -2.83 3.17 -2.27
F -2.11 -3.73 4.56
O -4.93 -1.22 4.38
F 1.95 1.40 -6.52
H -4.69 5.66 -2.48
C -3.28 4.14 -2.73
F -0.72 6.47 2.79
C 3.75 -4.24 2.73
F -4.15 -4.09 4.12
O 0.25 3.33 2.22
C -4.06 5.29 -3.29
O -0.08 4.27 4.48
O -2.90 -1.37 3.12
N -1.66 -3.71 -2.36
O 2.07 4.07 3.64
F 1.44 6.95 3.26
H -0.32 -5.20 -4.77
C 2.81 1.62 -5.55
Zn -0.69 -0.14 0.02
H -1.86 -5.85 -4.54
O 2.17 -0.97 -5.15
F -3.47 -3.71 6.19
F 2.99 -4.88 1.79
C 0.57 6.11 2.57
F 3.06 -4.21 3.87
S 3.86 -2.43 2.11
O 4.11 -0.04 -3.90
S 0.69 4.32 3.23
S 2.71 0.10 -4.33
S -3.50 -1.50 4.43
O 4.32 -1.57 3.24
```

Values from the calculation:
gap between HOMO and LUMO = 2.19 eV
HOMO = -4.7 eV
total charge = -2
LUMO energy = -0.093 hartree
F_max = 4.20 eV Å⁻¹
calculated total energy = -160305.2747 eV

=====

The following is a DFT calculation (ωB97M-V with the def2-TZVPD basis set) of a structure of composition C8H6F6N5O4S4V.

```
34
Properties=species:S:1:pos:R:3
C -0.82 -1.68 2.16
F 2.54 0.77 0.79
C -0.82 -1.92 3.48
H -0.65 -1.40 -2.75
C -1.29 -2.59 -1.24
O -1.12 0.87 -1.40
N -0.35 -0.40 1.79
C -1.21 -2.48 1.02
S 2.11 0.56 -1.79
S -0.14 1.99 -1.40
C -1.05 3.44 -2.19
C -0.03 0.33 2.89
N 1.11 1.68 -2.28
C -1.80 -3.68 0.90
S -2.02 -4.09 -0.76
C 3.10 1.26 -0.34
O 0.21 2.22 -0.01
H -1.12 -2.82 3.99
H -1.42 -2.85 -3.26
F 3.04 2.57 -0.32
V -0.14 -0.06 -0.08
F -1.98 3.73 -1.31
H 0.56 2.05 3.78
N -1.12 -2.25 -2.51
S -0.25 -0.55 4.36
N 0.37 1.59 2.90
F -1.55 2.98 -3.30
H 0.47 2.12 2.06
F -0.22 4.42 -2.38
N -0.92 -1.85 -0.19
F 4.33 0.85 -0.41
O 3.00 0.10 -2.77
O 1.30 -0.52 -1.12
H -2.13 -4.35 1.68
```

Values from the calculation:
gap between HOMO and LUMO (spin up / spin down) = 6.73 / 7.31 eV
HOMO (spin up / spin down) = -14.7 / -14.7 eV
2S+1 = 3
total charge = +2
LUMO energy (spin up / spin down) = -0.293 / -0.272 hartree
F_max = 2.52 eV Å⁻¹
calculated total energy = -109352.0002 eV

=====

The following is a DFT calculation (ωB97M-V with the def2-TZVPD basis set) of a structure of composition C8H6IN3.

```
18
Properties=species:S:1:pos:R:3
H -4.50 1.10 1.83
H 0.16 2.29 -0.85
C -4.33 1.05 0.76
N -2.62 0.33 0.73
H 1.25 -2.44 0.14
C -0.28 -0.95 0.08
C -4.31 2.27 0.07
H 3.02 -0.89 -0.60
C 1.70 0.79 -0.78
I -5.53 -0.46 -0.15
N -4.21 3.26 -0.51
H 2.48 1.46 -1.10
C 1.01 -1.40 -0.08
H -1.07 -1.61 0.41
C 0.41 1.26 -0.64
C 2.01 -0.53 -0.50
N -1.87 0.88 -0.04
C -0.59 0.39 -0.20
```

Values from the calculation:
gap between HOMO and LUMO = 8.76 eV
HOMO = -9.1 eV
LUMO energy = -0.014 hartree
F_max = 3.17 eV Å⁻¹
calculated total energy = -20961.4151 eV

=====

The following is a DFT calculation (ωB97M-V with the def2-TZVPD basis set) of the molecule C8H6N2.

```
16
Properties=species:S:1:pos:R:3
H -3.18 -1.44 0.16
N 1.08 1.44 -0.03
H 3.42 -1.13 0.34
H 3.07 1.51 0.25
C 2.25 0.83 0.05
C -2.42 0.58 0.06
H -3.40 1.00 0.29
C -0.04 0.71 -0.11
N -1.06 -1.42 -0.02
C -1.27 1.38 -0.06
C 1.27 -1.35 -0.04
C -2.30 -0.80 0.06
C 2.46 -0.65 0.04
H -1.30 2.46 0.09
H 1.30 -2.51 -0.03
C 0.03 -0.71 -0.12
```

Values from the calculation:
gap between HOMO and LUMO = 8.96 eV
HOMO = -9.2 eV
SMILES string = c1cnc2cccnc2c1
LUMO energy = -0.008 hartree
F_max = 4.60 eV Å⁻¹
calculated total energy = -11372.7526 eV

=====

The following is a DFT calculation (ωB97M-V with the def2-TZVPD basis set) of a structure of composition C8H6N2O2Zr.

```
19
Properties=species:S:1:pos:R:3
C 1.91 0.78 0.21
C -0.31 1.97 0.20
O -3.39 0.90 0.16
C -2.47 0.19 0.04
C 1.28 -0.57 0.13
C -0.95 0.66 0.09
C -1.23 -1.79 0.01
Zr -0.03 0.76 -2.03
H 1.64 2.98 0.35
N 1.95 -1.72 0.15
H -2.97 -1.47 -1.02
C 1.16 2.01 0.25
H 2.89 -1.63 -0.27
N -2.52 -1.22 -0.14
H 2.15 -1.98 1.14
O -0.95 -2.92 0.11
H -0.95 2.86 0.28
H 2.99 0.81 0.30
C -0.19 -0.61 0.05
```

Values from the calculation:
gap between HOMO and LUMO = 4.62 eV
HOMO = -26.5 eV
total charge = +4
LUMO energy = -0.804 hartree
F_max = 2.93 eV Å⁻¹
calculated total energy = -16687.7276 eV

=====

The following is a DFT calculation (ωB97M-V with the def2-TZVPD basis set) of a structure of composition C8H6N2O5SSm.

```
23
Properties=species:S:1:pos:R:3
H 1.82 -2.01 2.28
H 1.66 0.64 2.08
C -1.65 -0.71 -1.35
C -2.61 3.08 0.28
O -3.09 1.88 -3.74
N 1.88 -0.09 1.39
Sm -0.60 1.60 -0.78
C -4.39 0.77 -0.75
H 3.40 -1.15 2.39
C -1.82 0.22 1.04
C 2.50 -1.32 1.76
H 4.03 -2.17 0.33
S 1.98 1.75 -0.72
C -2.33 1.78 -2.87
C 2.06 0.17 0.08
N 2.56 -0.92 -0.54
H 2.34 -2.84 0.19
O -3.49 3.71 0.70
O -2.38 -0.47 1.78
O -5.49 0.66 -0.94
O -2.14 -1.75 -1.49
C 2.94 -1.94 0.41
H 2.81 -0.88 -1.53
```

Values from the calculation:
gap between HOMO and LUMO (spin up / spin down) = 5.69 / 6.98 eV
HOMO (spin up / spin down) = -20.2 / -20.2 eV
2S+1 = 6
total charge = +3
LUMO energy (spin up / spin down) = -0.533 / -0.486 hartree
F_max = 6.45 eV Å⁻¹
calculated total energy = -50318.6781 eV

=====

The following is a DFT calculation (ωB97M-V with the def2-TZVPD basis set) of a structure of composition C8H6NO2.

```
17
Properties=species:S:1:pos:R:3
H -2.65 2.08 -1.79
O -2.98 -0.34 -0.13
C 0.27 -0.29 0.43
C 0.50 -1.13 -0.69
C -1.99 1.69 -1.02
C 1.32 -0.53 1.29
H -1.00 0.92 1.66
N 2.15 -1.47 0.74
C -0.83 2.25 -0.58
H 1.55 -0.08 2.24
C -0.83 0.63 0.62
H -0.14 -1.20 -1.55
O -0.04 3.17 -0.62
C 1.64 -1.84 -0.47
C -2.10 0.52 -0.21
H 2.13 -2.59 -1.07
H 3.00 -1.82 1.15
```

Values from the calculation:
gap between HOMO and LUMO (spin up / spin down) = 2.77 / 6.64 eV
HOMO (spin up / spin down) = 0.6 / -5.8 eV
2S+1 = 3
total charge = -1
LUMO energy (spin up / spin down) = 0.124 / 0.031 hartree
F_max = 2.68 eV Å⁻¹
calculated total energy = -13974.6949 eV